Here is C39H55B2CrN11S3SeSi as an isolated structure from the OMol25 dataset. Energies are from wB97M-V/def2-TZVPD.

```
113
Properties=species:S:1:pos:R:3:forces:R:3
Cr 0.434916 -0.542025 -0.813277 0.10 0.75 0.16
C 3.647469 3.683882 3.898126 -0.03 -0.01 0.00
C 3.143594 2.909066 2.673336 -0.01 0.02 0.03
C 3.574686 3.644743 1.421026 -0.05 0.10 -0.09
C 3.740458 1.500647 2.634665 0.05 -0.09 0.00
N 1.650772 2.745310 2.828070 0.25 0.06 0.14
C 1.247577 2.046254 3.957875 0.10 0.00 -0.03
C -0.012257 1.646531 3.763029 -0.07 -0.08 -0.02
N -0.407964 2.098399 2.525819 -0.30 0.05 0.11
B -1.909698 1.825887 2.159852 -0.11 -0.01 -0.06
N -2.422612 2.334921 0.796272 -0.08 -0.05 0.23
C -3.044327 3.570050 0.722403 0.09 -0.13 0.01
C -3.450318 3.753965 -0.540024 0.06 -0.11 -0.12
N -3.087171 2.620553 -1.260591 -0.15 0.12 -0.16
C -2.475974 1.739010 -0.421453 0.13 0.25 -0.02
S -2.031790 0.127237 -0.768467 0.14 -0.34 0.14
C -3.516113 2.477489 -2.687285 0.08 0.01 0.03
C -5.013497 2.175591 -2.688635 -0.02 -0.02 0.02
C -3.219543 3.807190 -3.392918 0.04 0.00 0.03
C -2.765483 1.386140 -3.441578 -0.01 -0.02 -0.03
N -2.279281 0.332625 2.409175 -0.02 0.25 0.02
C -3.566311 0.084335 2.843572 0.11 -0.01 -0.03
C -3.690795 -1.234779 3.055283 0.14 -0.07 -0.01
N -2.468838 -1.814994 2.747658 -0.07 -0.21 0.04
C -1.605907 -0.843097 2.320899 -0.08 0.03 -0.05
S 0.016566 -1.074455 1.823743 0.07 0.02 -0.03
C -2.155248 -3.262493 2.969947 -0.01 0.07 -0.02
C -3.413801 -3.978147 3.456745 -0.03 0.01 -0.01
C -1.706144 -3.915867 1.668167 0.00 0.00 -0.04
C -1.081725 -3.376202 4.050652 0.06 0.03 0.01
C 0.600407 2.778522 1.967879 0.01 0.02 -0.04
S 1.501717 1.330637 -0.113713 -0.07 -0.40 -0.21
H 4.663240 4.029037 3.703538 0.00 -0.03 0.02
H 3.675635 3.069956 4.799852 -0.03 0.02 -0.01
H 3.019116 4.555608 4.088251 0.03 0.02 -0.03
H 4.665428 3.597372 1.384357 -0.02 0.01 0.01
H 3.278224 4.689823 1.442525 -0.01 0.04 -0.01
H 3.182425 3.180267 0.518757 0.05 0.03 0.06
H 4.826148 1.580569 2.554330 0.01 -0.01 0.00
H 3.360114 0.952396 1.770991 0.03 0.02 0.04
H 3.501623 0.931480 3.534702 0.04 0.01 -0.04
H 1.912468 1.852582 4.777508 -0.02 0.03 -0.02
H -0.663118 1.056874 4.384549 0.02 0.04 -0.02
H -2.544466 2.454969 2.982825 0.00 -0.04 -0.03
H -3.122169 4.215970 1.579217 0.00 -0.05 0.00
H -3.957445 4.589992 -0.980873 0.00 -0.03 -0.04
H -5.582740 2.973252 -2.205255 0.00 -0.01 -0.01
H -5.202639 1.239659 -2.159229 0.00 0.02 -0.02
H -5.366541 2.070129 -3.716608 0.00 0.01 0.02
H -3.861168 4.623161 -3.058692 0.00 0.00 0.03
H -3.387983 3.678447 -4.461845 -0.01 0.01 0.00
H -2.175577 4.088111 -3.237115 -0.01 -0.02 -0.01
H -3.040814 0.387033 -3.118923 -0.03 0.06 -0.06
H -1.690579 1.493789 -3.318672 -0.10 0.01 0.00
H -3.010822 1.499137 -4.500428 0.02 0.01 0.00
H -4.282546 0.877465 2.966113 0.03 -0.01 -0.01
H -4.539193 -1.793519 3.395800 0.01 -0.03 0.00
H -4.222116 -3.916369 2.725733 0.01 -0.01 0.01
H -3.764284 -3.597631 4.418228 0.00 0.01 -0.01
H -3.162549 -5.030630 3.585651 -0.01 0.01 0.01
H -2.448453 -3.756949 0.883223 0.00 -0.01 0.03
H -1.589844 -4.990842 1.830936 -0.01 0.03 -0.01
H -0.764063 -3.502901 1.319505 -0.02 -0.01 -0.01
H -1.431485 -2.927800 4.984532 0.00 -0.01 -0.01
H -0.166083 -2.877888 3.735160 -0.03 -0.03 0.02
H -0.863583 -4.431131 4.230433 -0.01 0.02 0.00
B 1.395469 2.670341 -2.803167 0.00 -0.01 0.11
N 0.682573 3.369186 -1.614451 -0.23 -0.14 -0.17
C 1.159560 4.561122 -1.165162 0.10 0.05 0.00
C 1.067424 4.737365 0.163438 0.02 0.06 0.21
C 0.305096 3.550240 0.684132 0.08 -0.10 0.00
N 0.318410 2.588708 -0.449829 0.18 0.13 -0.09
N 0.633755 1.388884 -3.351345 0.35 -0.06 -0.04
C 0.367928 1.287803 -4.661418 0.01 -0.01 -0.05
C 0.092341 -0.025370 -4.987983 -0.01 0.03 0.03
C 0.222942 -0.699493 -3.777533 0.08 -0.01 -0.05
N 0.562520 0.142592 -2.798803 -0.33 0.09 -0.07
H 2.531753 2.331812 -2.539915 -0.11 0.08 -0.09
H 1.384227 3.474423 -3.721027 -0.01 -0.04 0.07
H 1.557251 5.257888 -1.892330 -0.02 -0.03 0.03
H 1.272120 5.640099 0.716216 0.03 -0.01 -0.02
H -0.726198 3.872574 0.853306 -0.03 0.00 -0.04
H 0.405689 2.169652 -5.278190 0.01 -0.01 0.02
H -0.167102 -0.431506 -5.950794 0.01 0.00 0.02
H 0.093890 -1.745200 -3.556966 -0.03 0.00 0.02
C 5.207505 -1.852542 -2.616423 0.05 -0.10 -0.16
Si 4.605331 -1.005968 -1.059410 -0.23 -0.04 0.07
C 5.680135 -1.592122 0.358647 0.15 -0.08 0.12
C 4.869277 0.829313 -1.291184 0.01 0.16 0.03
Se 2.529599 -1.815190 -0.628585 -0.10 0.05 0.06
H 6.297556 -1.777657 -2.706142 -0.06 0.01 -0.02
H 4.754013 -1.376191 -3.489967 0.01 -0.05 0.00
H 4.924867 -2.907852 -2.622020 0.03 0.04 -0.01
H 6.732165 -1.333083 0.192355 -0.04 -0.01 0.03
H 5.600887 -2.677138 0.469630 0.02 0.05 0.02
H 5.349106 -1.134511 1.294856 0.03 -0.02 -0.02
H 5.595738 0.995347 -2.094520 -0.01 0.00 0.07
H 5.252442 1.301028 -0.380675 -0.06 -0.02 -0.03
H 3.939237 1.324902 -1.565726 0.00 0.06 -0.02
N -1.543283 -10.278022 -1.321787 -0.01 -0.03 0.00
C -1.382477 -9.139007 -1.341015 0.05 0.27 -0.01
C -1.184995 -7.709942 -1.365847 -0.06 -0.22 -0.01
C 0.044671 -7.163139 -1.001409 0.09 0.01 0.03
C 0.226158 -5.794197 -1.018584 0.01 -0.03 0.01
C -0.816801 -4.936573 -1.397715 0.11 0.14 0.01
C -2.042068 -5.500284 -1.772254 -0.05 -0.07 -0.01
C -2.227054 -6.870242 -1.755078 -0.04 0.06 -0.01
C -0.616532 -3.524581 -1.361369 -0.36 -0.15 -0.20
C -0.430880 -2.324964 -1.253237 0.13 -0.34 0.24
H 0.851174 -7.820033 -0.702251 0.01 0.01 0.00
H 1.172987 -5.353356 -0.734099 0.00 -0.01 0.01
H -2.848022 -4.842920 -2.069531 -0.01 0.00 0.00
H -3.177947 -7.300556 -2.040189 -0.01 0.01 -0.01
```
Forces are in eV/Å.

- Net charge: -1
- HOMO-LUMO gap (alpha / beta): 0.2272 / 0.2279 Ha
- F_max: 0.77 eV/Å
- 2S+1: 2
- Expectation value of S²: 0.859
- E: -193235.27102 eV

Results of the Mulliken charge analysis, in e, for atoms 1 through 2: Cr -0.4582; C -1.9182